6
Properties=species:S:1:pos:R:3 method="wB97M-V/def2-TZVPD" e_tot_ha=-562.536685 e_above_lowest_kj_mol=28.85 orbital_gap_ev=7.6835 lumo_energy_ha=0.1258 max_force_ha_per_bohr=0.036 smiles="O=C(I)C#C[O-]" homo_energy_ev=-4.260 total_charge=-1 multiplicity=1
I -0.63836 -1.05444 -2.41038
C -0.75623 -0.71394 0.18430
O -1.43977 -1.55552 0.59702
O 1.74524 1.99751 0.49897
C 0.12894 0.19912 0.58827
C 0.96018 1.12727 0.54183